Record 1
DFT (the ωB97M-V functional and the def2-TZVPD basis) results for a structure of composition C18H62Cd2N4O13 in a non-equilibrium geometry.

CARTESIAN COORDINATES (ANGSTROEM)
C: -2.757 -1.095 0.678
H: 3.628 -1.447 -0.429
H: -1.094 2.073 -2.890
H: -3.342 1.891 1.470
H: -1.209 -5.923 7.497
H: -0.850 -2.212 -0.906
H: -0.311 3.741 -6.052
O: -3.060 1.109 1.959
H: -0.716 0.427 0.433
C: -3.644 -1.615 -2.844
O: -2.862 -1.769 -0.556
H: -0.052 3.346 -4.373
C: -0.496 -2.707 4.423
C: 0.192 0.774 0.934
H: -1.725 -3.205 6.127
H: 0.575 -2.592 4.226
C: 5.092 1.709 -1.635
Cd: 3.730 -1.484 2.301
H: 0.117 -0.209 5.158
H: 5.728 2.035 0.301
H: -4.092 -0.250 -1.301
H: -0.009 -3.496 -0.895
H: 1.307 -1.015 0.528
C: 0.976 -0.440 1.405
Cd: 1.485 1.675 3.238
N: -4.341 -0.635 -3.732
H: -2.290 2.617 -4.920
H: -3.650 -0.267 -4.389
O: 3.139 2.694 -2.516
H: -2.715 2.099 -2.169
C: -2.639 4.250 -3.562
C: 0.241 -3.999 6.440
C: 1.762 3.000 -2.388
O: -0.044 -5.261 5.923
H: -2.452 5.159 -6.278
H: 5.617 2.623 -1.920
H: 3.484 2.589 -0.478
H: -3.667 3.898 -3.374
H: 1.259 -3.734 6.137
O: 2.074 -0.160 2.268
N: 5.681 1.233 -0.325
H: -0.910 -3.533 3.844
H: 2.795 -1.938 -2.513
C: -1.235 -5.850 6.411
H: 1.591 3.686 -1.552
H: 1.162 2.085 -2.258
H: 3.060 -4.298 1.844
O: 0.117 4.346 0.954
H: 1.702 -2.346 -1.510
C: -2.133 3.701 -4.889
H: -1.304 -6.819 5.921
H: -0.448 -1.747 7.611
O: 2.641 -2.068 -1.570
H: -0.370 4.993 -4.775
H: 0.269 -1.137 1.891
H: -1.233 2.474 -1.196
C: -2.521 -2.350 -3.559
H: -3.815 4.543 -5.702
C: 5.289 0.660 -2.717
O: 2.769 -3.374 1.890
H: 0.236 -3.968 7.542
H: -0.353 4.504 0.128
C: -3.239 -0.868 -1.607
H: 1.422 3.456 -3.315
H: -2.837 -2.703 -4.540
H: -1.624 -1.739 -3.719
H: 0.782 1.298 0.165
H: -2.137 -5.328 6.069
O: -1.828 3.959 -2.439
H: -4.938 -1.162 -4.366
H: 3.055 1.072 -1.272
N: -0.418 -1.629 6.603
C: -1.735 2.589 -2.153
H: -2.407 -0.165 -1.789
H: -2.095 1.121 1.921
C: 3.625 2.011 -1.410
O: 0.227 0.679 4.754
H: 4.773 -0.357 -0.164
H: -2.178 -3.220 -2.989
C: -0.654 3.970 -5.042
H: 4.963 1.125 -3.650
H: -2.703 5.338 -3.640
H: -2.145 -1.704 1.349
O: 4.272 -1.109 0.268
H: -3.742 -0.929 1.114
O: -0.158 1.700 1.955
H: 0.046 3.388 1.107
H: 6.341 0.385 -2.799
H: -1.187 -1.010 6.361
H: 1.801 -3.392 1.830
H: 4.666 -0.232 -2.616
H: -2.235 -0.135 0.560
H: -0.669 0.966 4.510
C: -0.691 -2.916 5.918
N: -2.886 4.273 -6.023
H: 6.666 1.057 -0.528
H: -4.409 -2.349 -2.574
H: -1.068 -1.821 4.122
O: -0.040 -2.611 -1.280

Output
energy above the lowest of the compared OMol25 structures with the same formula, charge and spin	0.0	kJ/mol
LUMO level	-8.52	eV
electronic energy	-2254.948152	Eh
total charge	+2
HOMO energy	-0.45565	Ha
spin multiplicity	1

Atomic partial charges in e from the Löwdin method, atoms 1 to 8:
1. C -0.12
2. H 0.01
3. H 0.08
4. H 0.07
5. H 0.10
6. H 0.04
7. H 0.09
8. O -0.07


Record 2
DFT (the ωB97M-V functional and the def2-TZVPD basis) results for a cluster of 14 separate species, C18H64N16O14 in total in a non-equilibrium geometry.

CARTESIAN COORDINATES (ANGSTROEM)
H: -20.562 -0.826 -3.795
H: -19.436 0.386 0.587
H: -18.475 3.625 -5.878
N: -17.243 -2.452 -6.513
O: -18.557 3.229 -1.357
H: -13.218 0.120 -0.361
C: -17.536 3.064 -6.042
O: -15.898 3.395 -2.229
H: -18.884 -0.912 -4.318
C: -21.108 -1.242 -1.864
H: -18.563 4.550 0.666
C: -16.840 0.575 -0.888
O: -16.466 3.854 -5.510
C: -19.439 3.149 -0.356
H: -17.120 1.998 -4.237
H: -18.545 2.409 3.561
C: -15.357 -1.767 2.015
H: -15.057 -2.462 1.202
H: -17.027 1.051 4.161
C: -12.900 1.953 0.125
C: -16.815 -2.480 -5.239
O: -17.198 -3.230 2.607
H: -20.697 -2.924 -3.014
O: -13.300 0.615 0.477
H: -20.753 -2.361 1.904
O: -19.024 -3.435 -0.316
H: -16.590 1.240 -5.690
C: -17.645 -3.595 -0.506
H: -18.064 -1.834 -6.784
H: -21.978 -0.444 -6.851
N: -19.409 3.949 0.664
H: -21.037 2.295 0.456
H: -20.719 1.992 -1.369
H: -13.089 0.728 -2.409
H: -19.187 1.988 -2.469
H: -17.417 3.039 -7.134
C: -14.129 4.938 -1.975
H: -13.699 2.519 -0.370
O: -19.740 -0.543 3.690
N: -13.327 -0.227 -2.259
H: -15.600 -3.276 -3.938
O: -17.273 -1.516 -4.261
N: -19.411 0.476 1.608
H: -17.126 -4.255 0.230
H: -12.730 2.372 1.073
N: -20.464 -2.283 -2.207
N: -16.396 1.555 3.466
H: -18.822 1.308 2.098
O: -16.016 2.711 1.404
C: -15.554 4.540 -1.585
N: -20.502 -1.385 1.583
H: -16.925 4.372 -4.774
H: -16.992 -0.337 -0.266
O: -20.756 -0.404 -0.827
H: -16.193 -3.850 -2.100
N: -19.977 1.716 -3.183
H: -16.864 -3.072 -7.304
H: -19.320 -4.058 0.334
H: -14.822 -2.132 2.929
N: -19.819 -0.607 -4.501
O: -20.256 3.952 -3.494
H: -13.671 5.730 -1.374
N: -18.013 2.572 2.720
H: -16.236 5.280 -1.916
C: -19.890 -0.467 2.333
H: -17.551 -4.990 -2.081
C: -14.270 -0.770 -2.960
C: -17.269 -3.931 -1.914
H: -15.236 -0.747 1.596
H: -19.767 -2.735 -1.533
H: -15.611 -0.453 -4.153
H: -15.375 1.330 3.515
H: -22.633 -0.142 -2.490
H: -17.081 -2.718 -0.195
H: -14.209 5.322 -2.977
H: -16.726 -3.531 3.339
H: -22.156 -0.657 -5.180
H: -15.765 0.469 -2.893
H: -20.297 3.971 1.153
O: -19.490 -0.686 -6.768
H: -15.646 4.260 -0.576
H: -17.805 -3.243 -2.557
N: -21.232 2.365 -4.871
H: -21.187 1.386 -5.208
H: -20.618 -1.238 0.591
H: -15.818 0.687 -0.987
N: -15.947 -3.382 -4.959
H: -16.718 3.056 -1.786
H: -17.396 -1.199 1.687
N: -14.990 0.148 -3.550
H: -18.586 3.156 2.025
H: -16.984 -1.364 3.328
H: -21.715 3.050 -5.449
C: -17.309 1.834 -5.268
C: -20.487 2.660 -3.849
H: -22.515 -1.704 -3.232
H: -15.465 -4.005 -5.627
O: -14.529 -2.140 -3.060
C: -16.751 2.347 2.554
H: -17.203 1.433 -0.442
N: -21.538 -0.425 -5.895
N: -20.527 2.490 -0.445
H: -18.403 0.134 -2.029
H: -12.719 -0.963 -1.827
C: -16.794 -1.831 2.448
H: -11.954 2.053 -0.263
O: -17.547 0.462 -2.128
H: -13.318 4.214 -2.155
H: -19.990 0.745 -3.564
C: -20.238 -0.535 -5.714
H: -18.100 1.132 -5.457
N: -21.967 -0.921 -2.775

Output
energy above the lowest of the compared OMol25 structures with the same formula, charge and spin	247.7	kJ/mol
LUMO level	-0.57	eV
electronic energy	-2653.501449	Eh
total charge	0
HOMO energy	-0.29696	Ha
spin multiplicity	1

Atomic partial charges in e from the Löwdin method, atoms 1 to 8:
1. H 0.06
2. H 0.08
3. H 0.11
4. N 0.14
5. O -0.07
6. H 0.02
7. C -0.29
8. O -0.10